Density functional theory data (ωB97M-V with the def2-TZVPD basis set) for 6 unconnected molecules or ions with the total composition C42H41Br4F5O4S in a non-equilibrium geometry.

Geometry as XYZ:
```
97
Properties=species:S:1:pos:R:3
C 2.871 -0.056 3.346
C 3.662 -1.452 3.576
Br 4.245 -1.864 5.485
C 3.959 -2.334 2.434
Br 5.023 -4.011 2.919
C 3.607 -2.173 0.862
C 2.561 -3.374 0.348
C 1.037 -3.241 0.939
C 0.106 -4.138 -0.132
C -1.433 -4.361 0.380
O -1.638 -5.493 1.294
C 0.847 -3.694 2.498
Br 0.291 -2.462 4.027
C 1.087 -5.119 2.967
C 1.503 -6.365 1.991
Br 0.892 -5.595 4.944
C 0.561 -1.688 0.599
S 1.820 -0.758 -0.487
O 1.369 0.753 -0.433
O 1.847 -1.243 -1.955
O 3.300 -0.847 0.342
H 2.078 -0.029 2.492
H 2.294 0.257 4.342
H 3.671 0.805 3.156
H 4.620 -2.479 0.297
H 2.596 -3.509 -0.838
H 3.064 -4.375 0.761
H 0.659 -5.113 -0.494
H 0.031 -3.458 -1.111
H -2.182 -4.490 -0.530
H -1.757 -3.385 0.946
H -2.479 -5.407 1.832
H 0.727 -6.574 1.108
H 2.626 -6.327 1.597
H 1.465 -7.371 2.635
H 0.396 -1.008 1.527
H -0.459 -1.644 -0.020
F -1.046 -1.998 -2.057
C -1.769 -1.151 -2.801
C -1.119 -0.240 -3.626
C -1.871 0.639 -4.405
C -3.266 0.604 -4.342
C -3.909 -0.311 -3.507
C -3.157 -1.197 -2.737
H -0.034 -0.221 -3.655
H -1.372 1.350 -5.059
H -3.852 1.293 -4.947
H -4.995 -0.333 -3.457
H -3.640 -1.921 -2.089
F -2.788 3.642 -3.143
C -1.743 4.362 -3.575
C -1.952 5.649 -4.058
C -0.864 6.401 -4.502
C 0.420 5.852 -4.469
C 0.619 4.557 -3.988
C -0.468 3.810 -3.533
H -2.958 6.056 -4.083
H -1.016 7.411 -4.874
H 1.268 6.436 -4.820
H 1.618 4.130 -3.967
H -0.330 2.805 -3.147
F 1.756 1.980 4.942
C 1.768 2.453 6.195
C 1.456 3.789 6.425
C 1.464 4.281 7.730
C 1.795 3.434 8.791
C 2.112 2.096 8.549
C 2.093 1.602 7.245
H 1.210 4.434 5.588
H 1.214 5.322 7.922
H 1.805 3.819 9.808
H 2.373 1.440 9.376
H 2.328 0.563 7.041
F -1.118 0.272 5.849
C -1.841 1.119 5.104
C -1.191 2.031 4.279
C -1.943 2.910 3.500
C -3.338 2.875 3.563
C -3.981 1.960 4.398
C -3.229 1.074 5.168
H -0.106 2.049 4.250
H -1.445 3.621 2.846
H -3.924 3.564 2.959
H -5.067 1.937 4.448
H -3.712 0.350 5.816
F -2.801 0.276 -7.253
C -1.706 0.016 -7.979
C -0.825 1.048 -8.283
C 0.318 0.777 -9.034
C 0.563 -0.523 -9.484
C -0.330 -1.552 -9.178
C -1.467 -1.282 -8.417
H -1.036 2.053 -7.932
H 1.017 1.576 -9.271
H 1.452 -0.734 -10.074
H -0.139 -2.562 -9.532
H -2.167 -2.072 -8.162
```

Calculated values
Kohn-Sham gap, eV: 8.8
SMILES: C/C(Br)=C(/Br)[C@H]1C[C@@](CCO)(/C(Br)=C(\C)Br)CS(=O)(=O)O1.Fc1ccccc1.Fc1ccccc1.Fc1ccccc1.Fc1ccccc1.Fc1ccccc1
Highest occupied orbital energy, Eh: -0.322
Total charge: 0